(1)
ORCA calculation (ωB97M-V/def2-TZVPD) on C26H27IrN3O7P3S2 as an isolated structure.

XYZ file:
```
69
Properties=species:S:1:pos:R:3:forces:R:3
Ir 1.00050 0.42934 0.30155 3.5 -1.4 1.7
C 2.72807 0.25461 4.68005 0.0 0.0 -0.1
C 2.51053 0.32229 3.18793 0.1 0.0 0.1
S 0.90759 0.34681 2.68160 -0.7 0.0 -1.0
C 3.56720 0.37401 2.30155 0.2 0.0 0.1
C 5.00789 0.36118 2.75304 0.0 0.0 -0.1
S 3.35374 0.45350 0.63724 -1.6 0.4 -0.6
H 1.76961 0.22933 5.19397 0.0 0.0 0.0
H 3.28637 1.12336 5.03520 0.0 0.0 0.0
H 3.28645 -0.64351 4.95285 0.0 0.0 0.0
H 5.09980 0.34087 3.83619 0.0 0.0 0.0
H 5.52720 1.24373 2.37619 0.0 0.0 0.0
H 5.51957 -0.51340 2.34625 0.0 0.0 0.0
C -0.51585 4.65519 1.66046 0.0 0.1 0.0
C -0.34897 4.44190 0.16744 0.3 -0.3 -0.1
O -0.73539 5.60327 -0.56056 -0.2 0.0 0.1
P 1.38782 4.03480 -0.22932 0.2 0.2 0.1
O 2.21057 5.36358 0.12562 0.0 -0.1 -0.1
O 1.49027 3.97187 -1.80255 0.0 0.0 0.0
O 1.88899 2.84697 0.50196 -0.3 0.4 0.0
P -1.25246 2.96021 -0.46910 -0.3 0.1 0.0
O -2.78188 3.38515 -0.14453 0.0 -0.1 -0.1
O -0.99357 2.97339 -1.94043 0.1 0.0 0.0
O -0.94116 1.74511 0.37104 0.2 0.1 -0.2
H 0.08034 5.51002 1.98418 0.0 0.0 0.0
H -0.18868 3.76311 2.19415 0.0 0.0 0.0
H -1.56493 4.84838 1.88385 0.0 0.0 0.0
H -1.00708 5.31213 -1.44236 0.1 0.0 0.0
H 3.12708 5.26938 -0.16269 0.0 0.1 0.1
H 0.72569 3.44076 -2.15227 0.0 0.0 0.0
H -3.30665 2.59633 0.03287 0.0 0.0 0.1
C -1.85643 -0.49092 -4.37071 0.0 0.0 0.0
C -2.66394 0.12248 -3.42223 0.0 0.0 0.0
C -2.47415 -0.14644 -2.07720 0.1 0.0 0.0
C -1.48098 -1.03091 -1.66220 -0.1 -0.1 0.0
C -0.68885 -1.65511 -2.62028 -0.1 0.0 0.0
C -0.87425 -1.38459 -3.96998 0.0 -0.1 0.0
P -1.25781 -1.23870 0.14546 -0.7 0.1 -0.3
C -2.76297 -2.24432 0.51213 0.1 0.0 0.0
C -3.28099 -3.17590 -0.38818 0.0 0.0 0.0
C -4.41750 -3.90453 -0.07227 0.0 0.0 0.0
C -5.05394 -3.71229 1.14822 0.0 0.0 0.0
C -4.54088 -2.79748 2.05499 0.0 0.0 0.0
C -3.40128 -2.06948 1.73641 0.0 0.0 0.0
C 0.09671 -2.39198 0.27398 0.3 0.0 0.2
C 0.05228 -3.76619 0.46305 0.0 0.0 -0.1
C 1.23759 -4.46767 0.62046 0.0 -0.1 0.0
C 2.43907 -3.78157 0.56003 0.0 0.0 0.0
C 2.47712 -2.40162 0.38027 0.0 0.0 -0.1
C 1.30065 -1.66111 0.26964 -0.7 0.7 0.2
H -1.97794 -0.25804 -5.42102 0.0 0.0 0.0
H -3.41943 0.83574 -3.72680 0.0 0.0 0.0
H -3.08931 0.34514 -1.33057 0.0 0.0 0.0
H 0.09052 -2.33996 -2.30779 0.0 0.0 0.0
H -0.23155 -1.85059 -4.70599 0.0 0.0 0.0
H -2.79408 -3.32151 -1.34542 0.0 0.0 0.0
H -4.81157 -4.62144 -0.78232 0.0 0.0 0.0
H -5.94912 -4.27287 1.38774 0.0 0.0 0.0
H -5.03137 -2.64551 3.00862 0.0 0.0 0.0
H -2.99977 -1.34904 2.44050 0.0 0.0 0.0
H -0.89990 -4.28309 0.48631 0.0 0.0 0.0
H 1.22617 -5.53852 0.78333 0.0 0.0 0.0
H 3.37220 -4.32248 0.66866 0.0 0.0 0.0
H 3.44133 -1.91978 0.33258 0.0 -0.1 0.0
N 2.05829 -0.90573 -5.90634 0.0 0.0 0.0
C 2.08001 -0.20988 -4.97683 -0.1 -0.3 0.1
N 2.16950 0.63608 -3.98787 0.4 0.6 -0.1
C 1.73096 0.56474 -2.79815 -0.3 -0.3 0.0
N 1.34696 0.61143 -1.70160 -0.2 -0.1 0.1
```
Positions in Å, forces in eV/Å.

Its net charge is -1. Its multiplicity is 2. As for the orbital gap (spin up / spin down): 7.09 / 6.04 eV. Its expectation value of S² is 0.764. The value obtained for the highest occupied orbital energy (spin up / spin down) is -4.775 / -5.144 eV.

***

(2)
ORCA calculation (ωB97M-V/def2-TZVPD) on one molecule with the formula C18H24N2O3.

XYZ file:
```
47
Properties=species:S:1:pos:R:3:forces:R:3
C 2.02481 1.95207 4.51400 0.1 0.0 -0.3
C 1.67360 1.68100 3.05653 -0.2 0.1 0.3
C 0.16804 1.74920 2.81223 0.3 -0.1 -0.4
C -0.17761 1.47370 1.35129 -0.3 0.0 0.3
C -1.68517 1.47443 1.10575 0.3 0.0 -0.4
C -2.03318 1.20618 -0.36221 -0.3 0.4 0.3
N -1.62792 -0.12719 -0.76520 -0.2 -0.4 0.1
C -0.50363 -0.38944 -1.49379 0.3 -0.5 0.2
C 0.42232 -1.33459 -1.09507 -0.2 0.1 -0.1
C 0.35755 -2.04477 0.20107 0.2 0.1 0.3
O 1.28778 -2.19562 0.94713 -0.2 -0.1 0.0
O -0.89465 -2.48002 0.49772 -0.1 0.0 -0.4
C -1.03470 -3.22244 1.70963 0.1 -0.3 0.5
C -0.61145 -4.67145 1.52416 0.0 0.4 -0.1
C 1.63469 -1.59886 -1.85630 0.0 0.1 -0.3
O 2.45583 -2.46112 -1.62537 0.1 -0.2 0.1
N 1.83207 -0.74644 -2.93272 0.4 0.0 -0.1
C 0.92298 0.14397 -3.41838 -0.5 0.2 0.1
C 1.18152 0.85330 -4.59529 0.0 0.0 0.0
C 0.21801 1.67296 -5.13547 0.1 -0.1 0.1
C -1.03114 1.77350 -4.52938 -0.2 0.1 0.0
C -1.28595 1.10312 -3.35459 0.1 0.0 -0.1
C -0.30148 0.31487 -2.74528 0.3 0.1 -0.3
H 3.10041 1.89925 4.66328 0.1 0.0 0.1
H 1.68442 2.94184 4.81228 0.0 0.1 0.1
H 1.55257 1.21801 5.16322 0.0 -0.1 0.1
H 2.17466 2.41404 2.41999 0.0 0.0 -0.1
H 2.03736 0.69181 2.77087 0.0 0.0 -0.1
H -0.20463 2.73672 3.09641 -0.1 0.0 0.1
H -0.33139 1.01250 3.44636 -0.1 0.0 0.1
H 0.29115 2.23184 0.71851 0.1 0.0 -0.1
H 0.24510 0.50709 1.07044 0.1 0.0 -0.1
H -2.15892 0.71497 1.73342 -0.1 0.0 0.1
H -2.10045 2.44397 1.38923 -0.1 0.0 0.1
H -3.11670 1.30115 -0.50085 0.1 0.1 -0.1
H -1.53049 1.94469 -0.98799 -0.1 0.0 0.0
H -1.78044 -0.80749 -0.02898 0.0 0.1 -0.2
H -2.09433 -3.14862 1.96663 0.1 0.0 0.0
H -0.42575 -2.74777 2.48673 -0.2 0.0 -0.1
H -1.19139 -5.13356 0.72872 -0.1 -0.1 0.0
H 0.44290 -4.71457 1.26282 0.1 -0.1 0.0
H -0.77049 -5.21998 2.44828 0.0 -0.1 0.1
H 2.69678 -0.88689 -3.44086 -0.1 -0.1 0.1
H 2.13787 0.73094 -5.08226 0.1 0.0 -0.1
H 0.42108 2.21520 -6.04648 0.0 0.0 -0.1
H -1.80313 2.37411 -4.98508 -0.1 0.0 0.0
H -2.26852 1.15439 -2.91514 -0.1 0.0 0.1
```
Positions in Å, forces in eV/Å.

Its net charge is 0. Its SMILES is CCCCCCNc1c(C(=O)OCC)c(=O)[nH]c2ccccc12. As for the orbital gap: 8.54 eV. The value obtained for the highest occupied orbital energy is -8.412 eV.

***

Values of E_tot, in order: -98587.09524 -28179.66247, all in eV.
Values of energy above the lowest of the compared OMol25 structures with the same formula, charge and spin, in order: 56.95 11.76, all in kcal/mol.